C3H11O4 | wB97M-V/def2-TZVPD

Each line ends with the Mulliken charge.
Geometry (Å):
O (-0.89446, -1.36801, 0.19855)  -0.57
O (-2.64851, 2.17730, -1.34050)  -0.93
O (1.91285, 0.38492, 2.49136)  -0.54
O (-1.80228, 0.05993, -2.20429)  -0.87
C (1.20007, -0.29811, 0.12389)  -0.57
C (1.96865, -0.86006, 1.27516)  -0.47
C (-0.27913, -0.10273, 0.36183)  -0.03
H (2.63076, 0.08427, 1.82882)  0.23
H (2.90625, -1.35443, 1.01471)  0.30
H (-0.43056, 0.32798, 1.35208)  0.26
H (1.36634, -1.50113, 1.89843)  0.24
H (-1.65761, -1.20708, -0.38999)  0.36
H (-2.27570, 1.08193, -1.79034)  0.48
H (1.59531, 0.70782, -0.07571)  0.32
H (1.48057, -0.78879, -0.80247)  0.41
H (-2.20779, 2.27160, -0.49303)  0.22
H (-0.60947, 0.55947, -0.42996)  -0.02
H (-2.25529, -0.17488, -3.01856)  0.18

ΔE to the lowest compared entry with this formula, charge and spin = 4.295 eV
Orbital gap = 7.568 eV
Charge = -1
Strongest force on any atom = 0.081 hartree/bohr
Highest occupied orbital energy = -4.21 eV

C35H34F3N5O8SeSi2Ta | wB97M-V/def2-TZVPD

Each line ends with the Mulliken charge.
Geometry (Å):
Ta (0.04034, -0.44892, 0.63331)  2.41
Se (7.36064, -2.39680, -1.76294)  0.29
Si (-3.10432, 0.48075, -0.04620)  0.18
Si (-2.42588, 0.44334, 3.06122)  0.48
F (0.38106, -0.55476, 3.65339)  -0.23
F (1.87288, -1.83530, 2.82205)  -0.26
F (-0.18045, -2.50782, 2.83168)  -0.30
O (-0.75225, -4.47154, -6.28070)  -0.48
O (0.47715, -2.52512, -6.23850)  -0.49
O (0.91552, 1.99241, -1.23913)  -0.58
O (0.16279, 7.14809, 3.48072)  -0.62
O (0.21623, -0.70327, -1.39844)  -0.86
O (0.09536, 1.50014, 0.77473)  1.11
O (0.04164, 5.08111, 4.07212)  -0.59
O (-1.02334, -2.14094, -0.39869)  -0.74
N (1.51901, -2.35024, 0.27551)  0.08
N (2.34201, 0.09106, 0.87480)  0.01
N (6.66654, -0.94143, -1.00096)  -0.84
N (0.18397, 5.96085, 3.24783)  1.10
N (5.86809, -3.35026, -1.55170)  -0.84
C (-0.06091, -2.75777, -5.01034)  0.61
C (3.22778, -0.69902, 0.23462)  -0.57
C (-2.95966, -0.20848, -1.78842)  -1.19
C (4.54937, -0.31016, 0.02390)  0.76
C (0.69446, 4.76092, -0.76527)  -0.90
C (-4.10044, 1.28823, 3.15089)  -1.59
C (-1.32213, -3.70535, -2.76075)  -0.35
C (-1.94720, -0.29066, 1.32770)  -0.13
C (5.44148, -1.23591, -0.66635)  0.59
C (-4.90272, 0.15215, 0.38141)  -1.32
C (2.78409, 1.22830, 1.41053)  -0.17
C (3.65415, -2.99884, -0.59916)  0.52
C (0.59901, -1.40927, 2.62121)  -0.64
C (0.51627, 6.51477, 0.86735)  -0.50
C (0.68880, 6.10949, -0.44916)  -0.73
C (4.09028, 1.67106, 1.26950)  -1.33
C (0.07243, -2.02202, -3.87049)  -0.89
C (1.15308, -3.63000, 0.26819)  -0.34
C (1.98208, -4.64466, -0.19576)  -1.23
C (-0.58275, -2.52607, -2.72754)  0.33
C (-0.48536, -1.79261, -1.48498)  0.20
C (0.50774, 3.80448, 0.23164)  0.65
C (-2.78778, 2.32624, -0.17450)  -0.94
C (0.53609, 2.37237, -0.16478)  -0.15
C (4.97736, 0.91127, 0.53752)  -0.51
C (-0.08109, -3.50997, -7.10816)  -0.23
C (-1.29310, 1.81401, 3.64833)  -0.78
C (-1.44078, -4.44414, -3.93411)  -1.35
C (0.33548, 4.19558, 1.55028)  0.20
C (3.23290, -4.32497, -0.67218)  -0.41
C (0.35156, 5.54535, 1.83797)  -0.71
C (4.99850, -2.57116, -0.97082)  0.59
C (-0.79908, -3.94050, -5.04272)  0.96
C (-2.55476, -0.98046, 4.27278)  -1.41
C (2.77383, -2.04677, -0.09132)  -0.15
H (3.90631, -5.07639, -1.06233)  0.59
H (-2.90712, -1.89286, 3.78614)  0.34
H (-1.47491, 1.95466, 4.71726)  0.63
H (1.62693, -5.66472, -0.17925)  0.48
H (-2.62115, 2.80200, 0.79432)  0.25
H (-5.07151, -0.86769, 0.73429)  0.38
H (-3.10959, -1.28703, -1.83933)  0.28
H (0.16022, -3.85122, 0.62800)  0.58
H (-4.14614, 1.68661, 4.16966)  0.45
H (0.83748, 4.43282, -1.78593)  0.53
H (-2.01007, -5.36076, -3.98209)  0.48
H (0.71481, -4.00497, -7.65849)  0.25
H (0.82116, 6.84852, -1.22667)  0.43
H (-3.78468, 0.25098, -2.34045)  0.63
H (-4.22228, 2.13569, 2.47448)  0.38
H (-0.22364, 1.65938, 3.52056)  0.18
H (-4.94143, 0.60813, 3.03519)  0.35
H (0.51194, 7.55781, 1.14840)  0.53
H (-5.31478, 0.83910, 1.11087)  0.42
H (0.64074, -1.10358, -3.83388)  0.64
H (-1.58247, 2.74450, 3.15642)  0.23
H (-2.04669, 0.06656, -2.31618)  0.26
H (2.06539, 1.81045, 1.96940)  0.47
H (0.19375, 3.48362, 2.34653)  0.47
H (-5.47372, 0.27178, -0.54239)  0.43
H (-3.29547, -0.70933, 5.02901)  0.49
H (-1.62458, -1.21411, 4.78124)  0.34
H (-1.93474, 2.54965, -0.81834)  0.24
H (-1.81615, -4.03783, -1.85751)  0.57
H (4.38647, 2.60258, 1.72945)  0.55
H (6.00170, 1.22264, 0.38150)  0.59
H (-3.66034, 2.80051, -0.63178)  0.60
H (-2.30237, -1.33083, 1.36927)  0.96
H (-0.80903, -3.04343, -7.77452)  0.27

ΔE to the lowest compared entry with this formula, charge and spin = 0.099 eV
Orbital gap = 7.334 eV
Charge = +1
Strongest force on any atom = 0.014 hartree/bohr
Highest occupied orbital energy = -11.11 eV

C31H34BrIrN3S2 | wB97M-V/def2-TZVPD

Each line ends with the Mulliken spin population.
Geometry (Å):
Ir (-0.14901, 0.60876, 0.28978)  0.12
Br (-0.18768, 5.66063, 2.94367)  0.00
S (1.56252, 2.20326, -0.19905)  0.00
S (-2.13169, -0.77390, 0.21090)  -0.01
N (0.58459, -0.31620, -1.61505)  0.02
N (-0.94639, 1.78810, 1.84062)  -0.03
N (-1.50615, 1.82993, -1.31809)  -0.01
C (2.01246, -1.16016, 3.51055)  0.02
C (-2.83921, 1.27496, -1.51589)  0.00
C (1.21749, -0.40236, 1.28644)  0.66
C (2.82178, -5.20732, 0.73393)  0.00
C (1.64882, -5.24315, 1.46912)  0.00
C (1.11970, -1.52598, 2.30510)  0.06
C (4.61462, 0.78743, -2.40425)  0.00
C (-2.38343, 3.84724, 3.06165)  0.01
C (-5.39659, 0.25086, -1.87597)  0.00
C (1.08854, -4.06869, 1.96105)  0.01
C (2.51857, 1.20229, -1.26774)  -0.02
C (3.85505, 1.52787, -1.51835)  0.01
C (0.49501, -1.79773, -1.52509)  0.05
C (2.73345, -0.64241, -2.79995)  -0.01
C (-0.34870, 0.15003, -2.67169)  -0.01
C (-3.21129, 0.11989, -0.83725)  0.00
C (-4.51050, -0.37546, -1.02376)  0.00
C (-1.06444, 4.01427, 2.68544)  0.00
C (-2.95222, 2.60315, 2.85492)  -0.01
C (-0.36971, 2.97293, 2.10227)  0.00
C (-5.00639, 1.38934, -2.57609)  0.00
C (-2.21372, 1.60260, 2.25040)  0.01
C (4.04778, -0.29717, -3.06212)  0.00
C (2.86634, -2.81419, 0.98370)  0.00
C (-1.59614, 3.26796, -1.01078)  -0.01
C (3.42923, -3.98131, 0.49307)  0.01
C (1.96926, 0.09063, -1.89686)  0.00
C (-3.73319, 1.89231, -2.38926)  0.00
C (-0.68554, 1.61899, -2.53226)  0.00
C (1.68310, -2.83260, 1.72648)  0.08
C (-0.31082, -1.70180, 2.81520)  0.12
H (0.08381, -0.04252, -3.65849)  0.00
H (-0.96150, -2.11599, 2.04780)  -0.01
H (1.99801, -1.96154, 4.25418)  0.01
H (-1.21595, 1.95950, -3.42931)  0.00
H (4.62142, -0.87111, -3.77742)  0.00
H (-3.96878, 2.40060, 3.16062)  0.00
H (5.65123, 1.04838, -2.57411)  0.00
H (-1.91164, 3.85030, -1.88186)  0.00
H (2.23597, -0.05735, 1.11018)  0.04
H (1.65436, -0.23910, 3.97566)  0.00
H (-2.93585, 4.65556, 3.52056)  0.00
H (4.28223, 2.37598, -0.99917)  0.00
H (-2.32205, 3.41680, -0.21286)  0.00
H (-2.62967, 0.62300, 2.07132)  0.00
H (-0.61892, 3.62903, -0.70033)  0.00
H (-0.34604, -2.35413, 3.69040)  0.01
H (3.35702, -1.87054, 0.77731)  -0.03
H (3.26389, -6.12258, 0.36178)  0.00
H (-5.68775, 1.87845, -3.25918)  0.00
H (0.17006, -4.13038, 2.52844)  0.00
H (-1.25949, -0.44340, -2.57999)  0.01
H (1.15805, -6.18902, 1.66284)  0.00
H (-4.80325, -1.26645, -0.48294)  0.00
H (4.34397, -3.93161, -0.08505)  0.00
H (3.04537, -1.00731, 3.19390)  0.00
H (-0.47010, -2.06375, -1.10768)  -0.02
H (0.58848, -2.25497, -2.51376)  0.00
H (2.30589, -1.50107, -3.29904)  0.00
H (0.22198, 2.21265, -2.43150)  0.00
H (-6.39412, -0.14991, -2.00337)  0.00
H (1.27965, -2.16583, -0.87469)  -0.06
H (-3.43074, 2.77994, -2.93157)  0.00
H (0.67677, 3.07380, 1.85555)  0.00
H (-0.70780, -0.72843, 3.10702)  -0.03

ΔE to the lowest compared entry with this formula, charge and spin = 0.000 eV
Multiplicity = 2
Orbital gap (spin up / spin down) = 5.847 / 7.094 eV
Charge = 0
Strongest force on any atom = 0.052 hartree/bohr
Highest occupied orbital energy (spin up / spin down) = -5.97 / -7.22 eV

C4H7NO | wB97M-V/def2-TZVPD

Each line ends with the Mulliken charge.
Geometry (Å):
O (2.17675, 0.55613, 0.35805)  -0.50
N (-0.64057, -1.39080, 0.27396)  -0.06
C (0.65889, -1.42154, 0.31385)  -0.57
C (1.02889, -0.02359, -0.21056)  0.33
C (-1.38669, 0.06232, -0.13734)  -0.50
C (-0.16668, 0.90607, 0.05372)  -0.64
H (-1.77188, 0.01123, -1.17033)  0.26
H (2.89686, -0.07997, 0.27113)  0.34
H (-2.24779, 0.33841, 0.51702)  0.33
H (-0.11172, 1.75922, -0.61529)  0.32
H (-0.10254, 1.25014, 1.09118)  0.29
H (-1.49068, -1.81023, 0.55708)  0.21
H (1.15718, -0.15740, -1.30248)  0.18

ΔE to the lowest compared entry with this formula, charge and spin = 3.557 eV
Orbital gap = 9.390 eV
Charge = 0
Strongest force on any atom = 0.081 hartree/bohr
Highest occupied orbital energy = -8.46 eV

C6H16N2S | wB97M-V/def2-TZVPD

Each line ends with the Mulliken charge.
Geometry (Å):
S (1.26255, 0.07704, 0.06363)  0.62
N (1.45312, -0.36297, 2.42934)  -0.74
N (-0.34056, -0.37185, -0.12711)  0.15
C (1.45805, 1.65590, -0.31326)  -1.01
C (-0.55025, 1.01569, -2.22913)  -0.97
C (-1.17744, 0.19562, 0.97893)  -0.58
C (-0.87701, -0.30313, -1.47648)  -0.78
C (2.03784, -0.96089, -0.98467)  -0.97
C (-2.21927, -0.86076, 1.45122)  -1.19
H (-0.41904, 0.50714, 1.84905)  0.57
H (1.53853, -1.42719, 2.49288)  0.20
H (-0.65604, -1.20342, -1.93414)  0.46
H (-1.97283, -0.22850, -1.25981)  0.42
H (-1.69687, 1.05191, 0.66555)  0.40
H (-1.66136, -1.67121, 1.88184)  0.27
H (2.00390, -2.03149, -0.50422)  0.18
H (2.42834, -0.19693, 2.53558)  0.23
H (2.94935, -0.75019, -1.32457)  0.43
H (-1.19427, 0.96397, -3.09265)  0.46
H (0.80899, 2.09439, 0.33732)  0.43
H (-2.79996, -0.46028, 2.40912)  0.32
H (0.48757, 0.64661, -2.50278)  0.25
H (-2.74016, -1.13037, 0.55830)  0.32
H (2.57165, 1.95326, -0.39951)  0.29
H (-0.69485, 1.79764, -1.50443)  0.25

ΔE to the lowest compared entry with this formula, charge and spin = 5.754 eV
Orbital gap (spin up / spin down) = 7.490 / 7.473 eV
Charge = 0
Strongest force on any atom = 0.113 hartree/bohr
Highest occupied orbital energy (spin up / spin down) = -8.01 / -7.99 eV